Entry 1:
This record from the Open Molecules 2025 dataset describes a structure of composition C37H73AsCsN8OPSeSi3. The level of theory is wB97M-V/def2-TZVPD.

Each line ends with the Mulliken charge.
Positions of all 126 atoms, in Å:
Cs1 0.144 -0.139 1.222  0.452
N1 -4.128 0.280 -1.371  0.212
C1 -3.005 1.003 -1.212  -0.475
N2 -1.963 0.235 -1.412  -0.269
C2 -2.507 -0.983 -1.657  0.201
N3 -3.829 -1.010 -1.645  -0.815
C3 -1.683 -2.191 -1.804  0.585
C4 -2.246 -3.425 -2.120  -0.528
N4 -1.515 -4.530 -2.192  -0.705
C5 -0.216 -4.388 -1.930  -0.323
C6 0.343 -3.155 -1.632  0.261
N5 -0.383 -2.048 -1.576  0.273
H1 -5.083 0.560 -1.244  0.206
H2 -2.973 2.034 -0.892  0.648
H3 -3.309 -3.506 -2.310  0.487
H4 0.397 -5.281 -1.960  0.438
H5 1.399 -3.049 -1.406  -0.205
C7 4.182 -3.635 -2.302  -1.118
Si1 5.052 -2.438 -1.128  0.271
C8 5.365 -3.403 0.459  -0.602
C9 6.715 -2.091 -1.953  -1.083
As1 3.632 -0.675 -0.553  0.497
Si2 4.975 0.654 0.878  0.119
C10 4.288 0.400 2.593  -0.334
C11 6.795 0.121 0.879  -1.123
C12 4.967 2.444 0.375  -0.708
Si3 3.360 0.573 -2.520  0.372
C13 2.148 -0.437 -3.546  -0.686
C14 4.934 0.809 -3.540  -1.169
C15 2.613 2.238 -2.131  -0.460
H6 4.857 -4.463 -2.539  0.449
H7 3.895 -3.158 -3.240  0.293
H8 3.284 -4.057 -1.849  0.133
H9 6.034 -4.250 0.279  0.395
H10 4.419 -3.791 0.842  -0.121
H11 5.802 -2.783 1.247  0.238
H12 7.203 -3.041 -2.194  0.364
H13 7.380 -1.520 -1.314  0.316
H14 6.588 -1.530 -2.881  0.239
H15 4.152 -0.661 2.823  0.151
H16 3.318 0.906 2.635  -0.225
H17 4.945 0.841 3.348  0.394
H18 6.963 -0.930 1.132  0.293
H19 7.317 0.729 1.626  0.379
H20 7.258 0.321 -0.088  0.198
H21 3.945 2.846 0.421  -0.096
H22 5.387 2.589 -0.624  0.173
H23 5.579 3.011 1.087  0.363
H24 2.513 -1.449 -3.736  0.148
H25 1.961 0.044 -4.510  0.407
H26 1.199 -0.523 -3.013  -0.046
H27 5.262 -0.125 -4.003  0.239
H28 5.752 1.189 -2.924  0.267
H29 4.747 1.533 -4.338  0.395
H30 2.064 2.249 -1.175  -0.121
H31 1.923 2.526 -2.929  0.393
H32 3.386 3.006 -2.057  0.301
Se1 1.465 2.727 1.586  -1.079
C16 0.477 1.882 6.287  -0.975
C17 0.711 2.566 4.947  -0.873
N6 0.208 3.933 4.918  0.381
C18 1.114 4.958 5.421  -0.787
C19 2.051 5.439 4.319  -0.910
C20 -0.831 4.351 4.164  0.166
O1 -1.139 5.536 4.060  -0.714
C21 -1.651 3.307 3.470  0.357
C22 -2.406 2.378 4.155  0.231
C23 -3.159 1.448 3.434  -0.572
C24 -3.153 1.552 2.057  -0.140
N7 -2.470 2.479 1.382  -0.268
C25 -1.688 3.307 2.071  -0.646
H33 0.917 0.884 6.270  0.132
H34 -0.587 1.778 6.506  0.112
H35 0.937 2.439 7.108  0.418
H36 0.312 2.029 4.089  0.690
H37 1.780 2.609 4.720  0.427
H38 1.676 4.512 6.245  0.374
H39 0.524 5.786 5.817  0.378
H40 2.534 4.594 3.825  0.102
H41 2.810 6.116 4.725  0.430
H42 1.478 5.962 3.556  0.235
H43 -2.395 2.355 5.239  0.517
H44 -3.717 0.665 3.930  0.355
H45 -3.718 0.839 1.458  0.194
H46 -1.074 3.996 1.509  0.403
C26 -3.449 -3.661 3.549  -2.118
C27 -2.304 -4.626 3.217  2.345
C28 -2.366 -5.800 4.195  -1.966
C29 -2.608 -5.116 1.794  -1.908
P1 -0.671 -3.583 3.083  -0.189
N8 -0.620 -2.721 1.826  -0.137
C30 -0.555 -2.590 4.730  2.994
C31 0.886 -2.089 4.899  -2.092
C32 -0.968 -3.290 6.030  -2.167
C33 -1.395 -1.314 4.561  -2.020
C34 0.782 -4.861 3.163  2.933
C35 2.044 -4.093 2.745  -2.567
C36 1.056 -5.610 4.469  -2.029
C37 0.563 -5.893 2.049  -2.095
H47 -4.404 -4.180 3.402  0.677
H48 -3.419 -2.800 2.879  0.315
H49 -3.427 -3.309 4.579  0.259
H50 -3.373 -6.238 4.169  0.509
H51 -2.167 -5.500 5.225  0.242
H52 -1.667 -6.593 3.935  0.272
H53 -3.666 -5.396 1.726  0.549
H54 -2.021 -5.984 1.505  0.279
H55 -2.396 -4.312 1.086  0.318
H56 1.571 -2.869 5.235  0.289
H57 0.903 -1.297 5.654  0.192
H58 1.268 -1.671 3.963  0.444
H59 -0.416 -4.216 6.198  0.298
H60 -2.031 -3.522 6.061  0.324
H61 -0.757 -2.622 6.874  0.500
H62 -1.063 -0.744 3.697  0.091
H63 -1.269 -0.685 5.451  0.507
H64 -2.457 -1.509 4.434  0.080
H65 2.435 -3.453 3.532  0.128
H66 1.817 -3.467 1.878  0.435
H67 2.830 -4.811 2.482  0.740
H68 1.363 -4.944 5.275  0.299
H69 1.876 -6.322 4.310  0.523
H70 0.193 -6.179 4.814  0.230
H71 0.307 -5.389 1.115  0.257
H72 -0.215 -6.616 2.285  0.362
H73 1.494 -6.454 1.897  0.619

For the HOMO energy, the calculation gives 0.4 eV. The charge is -2. Its relative energy (zero: lowest compared OMol25 entry of this formula, charge and spin) is 1.233 eV.

Entry 2:
This record from the Open Molecules 2025 dataset describes an isolated molecule of C16H22N2O2. The level of theory is wB97M-V/def2-TZVPD.

Each line ends with the natural charge from an NBO analysis.
Positions of all 42 atoms, in Å:
C1 2.000 -3.504 -3.272  -0.637
C2 0.852 -3.295 -2.351  0.146
C3 0.211 -4.244 -1.534  -0.352
C4 -0.785 -3.553 -0.879  0.173
C5 -1.803 -4.017 0.100  -0.659
N1 -0.705 -2.272 -1.317  -0.187
C6 -1.487 -1.143 -0.900  -0.233
C7 -0.802 -0.363 0.247  0.060
O1 -0.610 -1.189 1.370  -0.717
C8 0.513 0.264 -0.244  -0.091
O2 1.148 1.058 0.733  -0.537
C9 0.543 2.275 1.023  0.336
C10 0.537 3.322 0.099  -0.082
C11 1.218 3.210 -1.235  -0.636
C12 -0.080 4.516 0.452  -0.206
C13 -0.655 4.681 1.696  -0.215
C14 -0.590 3.657 2.623  -0.207
C15 0.010 2.448 2.305  -0.063
C16 0.120 1.351 3.318  -0.639
N2 0.286 -2.110 -2.201  -0.302
H1 2.863 -3.881 -2.724  0.218
H2 2.260 -2.562 -3.746  0.230
H3 1.742 -4.233 -4.039  0.219
H4 0.445 -5.285 -1.443  0.222
H5 -1.810 -3.385 0.987  0.241
H6 -1.581 -5.038 0.396  0.231
H7 -2.799 -3.996 -0.344  0.222
H8 -1.618 -0.482 -1.759  0.225
H9 -2.462 -1.495 -0.557  0.218
H10 -1.481 0.432 0.578  0.193
H11 0.172 -1.734 1.219  0.473
H12 1.230 -0.527 -0.486  0.207
H13 0.302 0.828 -1.157  0.183
H14 1.651 4.171 -1.507  0.221
H15 2.011 2.467 -1.200  0.226
H16 0.510 2.934 -2.018  0.216
H17 -0.093 5.328 -0.261  0.206
H18 -1.134 5.615 1.952  0.211
H19 -1.011 3.794 3.609  0.208
H20 1.168 1.176 3.556  0.221
H21 -0.409 1.615 4.230  0.208
H22 -0.284 0.420 2.927  0.247

For the HOMO energy, the calculation gives -8.6 eV. Its relative energy (zero: lowest compared OMol25 entry of this formula, charge and spin) is 2.118 eV.

Entry 3:
This record from the Open Molecules 2025 dataset describes a cluster of 2 separate species, C3H7NO in total in a non-equilibrium geometry. The level of theory is wB97M-V/def2-TZVPD.

Each line ends with the natural charge from an NBO analysis.
Positions of all 12 atoms, in Å:
C1 0.541 -0.788 -0.531  -0.389
C2 -0.508 -0.657 -1.510  -0.400
C3 -0.230 0.632 -0.626  0.142
N1 -0.150 0.551 2.559  -0.586
O1 -1.009 1.066 0.281  -0.409
H1 0.204 -1.308 0.499  0.227
H2 1.629 -0.933 -0.581  0.240
H3 -0.118 -0.596 -2.477  0.217
H4 -1.493 -0.963 -1.402  0.240
H5 0.467 1.261 -1.194  0.133
H6 -0.017 1.562 2.725  0.304
H7 0.684 0.174 2.257  0.281

For the HOMO energy (alpha / beta), the calculation gives -9.2 / -9.7 eV. Its relative energy (zero: lowest compared OMol25 entry of this formula, charge and spin) is 6.276 eV.

Entry 4:
This record from the Open Molecules 2025 dataset describes a structure of composition C59H46NO4P3S2SiTa in a non-equilibrium geometry. The level of theory is wB97M-V/def2-TZVPD.

Each line ends with the Mulliken charge.
Positions of all 117 atoms, in Å:
Ta1 0.598 0.255 0.983  1.258
C1 -3.773 0.105 5.805  -0.771
C2 -4.154 -0.929 4.970  -0.752
C3 -3.712 -0.967 3.654  -0.425
C4 -2.864 0.022 3.161  0.547
C5 -2.511 1.077 4.006  -0.554
C6 -2.960 1.118 5.313  -0.995
P1 -2.272 0.038 1.427  2.484
C7 -3.379 -1.150 0.595  0.955
C8 -3.258 -2.505 0.903  -1.017
C9 -4.141 -3.436 0.382  -0.765
C10 -5.157 -3.023 -0.467  -1.026
C11 -5.284 -1.680 -0.782  -0.776
C12 -4.407 -0.746 -0.251  -0.618
C13 -2.841 1.643 0.774  -0.301
C14 -3.807 2.417 1.394  -0.428
C15 -4.206 3.613 0.807  -1.160
C16 -3.647 4.016 -0.392  -0.877
C17 -2.684 3.228 -1.013  -0.166
C18 -2.264 2.030 -0.445  1.137
Si1 -0.856 0.975 -1.128  -1.594
C19 0.073 2.049 -2.371  0.388
C20 -0.490 2.414 -3.602  -0.170
C21 0.129 3.337 -4.424  -0.985
C22 1.322 3.935 -4.028  -0.977
C23 1.905 3.574 -2.831  -0.360
C24 1.297 2.606 -2.024  -0.508
P2 2.056 2.100 -0.460  1.941
C25 3.774 1.633 -0.830  1.131
C26 4.647 1.393 0.234  -0.745
C27 5.968 1.056 -0.008  -1.016
C28 6.433 0.941 -1.310  -0.950
C29 5.572 1.169 -2.371  -0.818
C30 4.252 1.517 -2.131  -1.271
C31 2.185 3.733 0.351  1.034
C32 1.049 4.543 0.338  0.140
C33 1.082 5.805 0.904  -0.777
C34 2.252 6.274 1.485  -0.737
C35 3.386 5.480 1.486  -0.792
C36 3.356 4.213 0.921  -0.775
C37 -1.552 -0.457 -2.124  1.153
C38 -2.590 -0.269 -3.046  0.093
C39 -2.992 -1.294 -3.879  -0.992
C40 -2.359 -2.533 -3.816  -1.086
C41 -1.340 -2.741 -2.908  -0.340
C42 -0.954 -1.709 -2.049  0.136
P3 0.475 -1.843 -0.925  1.763
C43 0.402 -3.523 -0.215  0.841
C44 -0.799 -4.222 -0.181  -1.323
C45 -0.874 -5.473 0.415  -0.961
C46 0.252 -6.043 0.983  -0.923
C47 1.462 -5.363 0.936  -0.928
C48 1.540 -4.117 0.338  -0.600
C49 1.802 -1.940 -2.183  0.674
C50 2.139 -0.775 -2.863  0.124
C51 3.014 -0.806 -3.935  -0.690
C52 3.575 -2.008 -4.339  -0.965
C53 3.244 -3.176 -3.670  -0.913
C54 2.356 -3.147 -2.605  -0.711
H1 -4.119 0.136 6.829  0.406
H2 -4.811 -1.708 5.331  0.461
H3 -4.056 -1.771 3.023  0.423
H4 -1.913 1.904 3.644  0.425
H5 -2.675 1.948 5.942  0.494
H6 -2.470 -2.847 1.563  0.771
H7 -4.037 -4.481 0.641  0.449
H8 -5.848 -3.746 -0.879  0.427
H9 -6.076 -1.351 -1.440  0.475
H10 -4.537 0.298 -0.493  0.381
H11 -4.254 2.103 2.327  0.574
H12 -4.950 4.227 1.296  0.443
H13 -3.952 4.948 -0.846  0.467
H14 -2.252 3.571 -1.945  0.532
H15 -1.423 1.976 -3.925  0.502
H16 -0.322 3.605 -5.370  0.482
H17 1.792 4.677 -4.657  0.441
H18 2.831 4.040 -2.519  0.593
H19 4.300 1.468 1.255  0.677
H20 6.631 0.877 0.826  0.488
H21 7.463 0.674 -1.495  0.431
H22 5.926 1.076 -3.388  0.485
H23 3.596 1.689 -2.972  0.589
H24 0.131 4.192 -0.115  0.072
H25 0.193 6.418 0.891  0.478
H26 2.278 7.258 1.931  0.408
H27 4.303 5.844 1.927  0.463
H28 4.260 3.620 0.927  0.428
H29 -3.104 0.682 -3.098  0.460
H30 -3.800 -1.136 -4.582  0.480
H31 -2.663 -3.332 -4.477  0.442
H32 -0.839 -3.699 -2.877  0.598
H33 -1.684 -3.804 -0.637  0.841
H34 -1.815 -6.005 0.425  0.442
H35 0.196 -7.018 1.445  0.437
H36 2.353 -5.807 1.358  0.496
H37 2.491 -3.610 0.292  0.846
H38 1.699 0.172 -2.580  -0.157
H39 3.252 0.108 -4.460  0.614
H40 4.259 -2.035 -5.175  0.435
H41 3.668 -4.119 -3.981  0.469
H42 2.091 -4.077 -2.128  0.422
S1 2.845 -1.026 0.946  -0.399
C55 2.023 -1.893 2.214  0.771
C56 2.627 -2.688 3.189  -0.992
C57 1.808 -3.320 4.094  -0.664
C58 0.423 -3.130 4.031  -1.427
C59 -0.086 -2.288 3.074  0.071
N1 0.703 -1.698 2.165  0.695
H43 3.701 -2.788 3.212  0.573
H44 2.231 -3.949 4.865  0.458
H45 -0.243 -3.605 4.734  0.588
H46 -1.142 -2.058 3.032  0.162
O1 0.151 0.550 3.150  -0.547
S2 0.730 1.912 2.852  0.997
O2 0.661 2.916 3.839  -0.835
O3 -0.069 2.162 1.544  -0.587
O4 2.048 1.507 2.270  -0.216

For the HOMO energy, the calculation gives -10.5 eV. The charge is +1. Its relative energy (zero: lowest compared OMol25 entry of this formula, charge and spin) is 0.000 eV.

no.,E_tot (a.u.)
1,-7834.21853
2,-882.86793
3,-248.29587
4,-4798.58516